No. 1
Computed, not measured: a 11-piece molecular cluster, C48H66N11O2 overall in a non-equilibrium geometry, with ωB97M-V with the def2-TZVPD basis set.

```
127
Properties=species:S:1:pos:R:3:forces:R:3:mulliken_charge:R:1
O -4.87506 5.02140 -0.13111 -1.658 0.592 -3.000 -0.471
C -4.30231 4.79564 0.85566 0.922 -0.955 2.261 0.219
O -4.89836 5.03760 2.06456 0.184 0.652 0.085 -0.490
C -2.93076 4.21204 0.93478 0.593 0.407 0.953 -0.262
C -1.93147 5.37231 1.19542 0.138 -0.539 -1.030 -0.352
C -1.10802 5.67247 -0.06715 -0.722 -0.321 0.569 -1.635
C -2.03713 6.04788 -1.20555 0.788 0.999 -1.592 0.580
C -2.50959 7.50786 -1.02714 0.773 -0.134 -0.013 -0.658
C -2.82686 8.11236 -2.39395 0.013 -0.178 1.317 -0.877
N -2.13919 7.14373 -3.31842 -0.130 0.441 0.065 0.085
C -1.24937 6.22564 -2.55274 -0.542 -0.260 1.723 -1.192
H -4.29158 5.57287 2.59853 -0.124 -0.451 0.273 0.378
H -2.89234 3.52080 1.76241 -0.029 -0.312 0.245 0.138
H -2.68011 3.66719 0.04246 -0.016 -0.179 -0.423 0.442
H -1.25613 5.15841 2.01012 0.027 -0.044 0.367 0.036
H -2.50447 6.26676 1.40405 0.044 0.382 0.461 0.542
H -0.46178 4.83704 -0.30770 0.030 -0.356 -0.113 0.485
H -0.46613 6.51114 0.16955 0.336 0.290 -0.173 0.498
H -2.79936 5.32351 -1.45841 -0.558 -0.121 0.659 0.434
H -3.16073 7.75199 -0.20567 -0.728 -0.195 -0.069 0.440
H -1.57662 8.00200 -0.76911 0.185 0.220 0.342 0.378
H -3.85986 8.18009 -2.67850 -0.468 -0.124 -0.073 0.400
H -2.40461 9.10342 -2.39127 0.268 0.223 -0.713 0.366
H -1.69455 7.64324 -4.09115 -0.185 -0.341 -0.382 0.158
H -2.91103 6.54053 -3.59534 0.179 0.100 -0.932 0.453
H -1.17088 5.30363 -3.10302 0.361 -0.217 -0.226 0.424
H -0.29898 6.64527 -2.26069 0.362 0.435 -0.698 0.458
N -0.34399 8.38751 -6.82371 -0.143 -0.087 0.161 0.006
C -0.46458 9.58391 -6.15642 -0.004 -0.158 0.207 -0.697
C -1.39884 10.33805 -6.81480 -0.091 -0.035 0.075 -0.318
C -1.86278 9.57101 -7.91669 -0.018 -0.022 -0.007 -0.403
C -1.19513 8.37626 -7.89643 0.010 -0.034 0.015 -0.503
H 0.27759 7.64058 -6.57150 0.113 0.076 -0.137 0.209
H 0.12716 9.79342 -5.27995 0.097 0.077 -0.087 0.478
H -1.71301 11.33105 -6.54017 0.018 0.009 -0.019 0.431
H -2.59938 9.86637 -8.64441 0.016 0.010 -0.008 0.408
H -1.24942 7.52368 -8.55158 0.010 0.028 -0.032 0.404
N -0.21902 4.99333 5.17622 -0.020 0.005 -0.100 0.088
C 0.78981 4.09303 5.37921 -0.040 0.002 0.100 -0.862
C 0.23704 2.83999 5.40050 -0.001 -0.004 0.008 -0.217
C -1.16330 2.99105 5.20101 0.028 -0.035 -0.132 -0.350
C -1.41193 4.33195 5.06322 -0.019 0.088 -0.099 -0.879
H -0.10176 5.98897 5.12349 0.005 -0.019 0.070 0.221
H 1.80900 4.42129 5.49184 0.002 -0.025 0.024 0.482
H 0.77485 1.91777 5.54547 0.001 0.004 0.006 0.449
H -1.90224 2.20673 5.16845 -0.010 0.009 0.059 0.585
H -2.33040 4.87116 4.90234 -0.027 -0.028 0.084 0.507
N 3.77135 1.91807 1.13592 -0.026 0.015 0.076 -0.009
C 4.51415 2.10085 2.26889 0.038 -0.033 -0.025 -0.570
C 3.73517 2.76029 3.18337 0.040 -0.047 0.011 -0.241
C 2.46937 2.98132 2.57754 -0.068 0.068 -0.029 0.073
C 2.52454 2.45125 1.31878 0.030 -0.044 -0.200 -1.107
H 4.09184 1.46086 0.30165 0.006 -0.013 0.041 0.192
H 5.52996 1.74796 2.32713 0.018 0.062 -0.002 0.463
H 4.03854 3.05101 4.17584 0.011 0.016 -0.012 0.350
H 1.61720 3.47131 3.01586 -0.002 -0.021 0.022 0.353
H 1.78275 2.40661 0.54018 0.030 0.044 -0.027 0.535
N -1.20376 0.78530 1.99450 0.005 0.046 -0.058 0.387
C -2.39507 0.13071 2.15397 0.029 0.097 0.053 -0.491
C -2.64134 -0.58561 1.01304 -0.061 -0.002 0.000 -0.694
C -1.55352 -0.35619 0.12899 -0.003 0.080 -0.065 -0.312
C -0.68252 0.49028 0.76255 -0.054 0.119 0.087 -1.059
H -0.77737 1.38860 2.67871 0.046 -0.069 0.024 0.075
H -2.96308 0.22943 3.06347 -0.008 -0.035 -0.003 0.437
H -3.50274 -1.20707 0.83305 0.012 -0.011 0.008 0.515
H -1.42305 -0.76714 -0.85823 -0.004 0.030 -0.015 0.724
H 0.25764 0.90497 0.44715 0.033 -0.078 0.016 0.383
N -0.96637 -4.97328 -0.64330 0.078 -0.099 -0.052 0.185
C -1.16079 -5.77045 -1.74335 0.168 -0.079 0.112 -1.088
C -1.52259 -4.96581 -2.78976 0.107 0.039 -0.060 -1.072
C -1.54357 -3.63048 -2.30389 -0.004 -0.007 0.067 -0.050
C -1.19298 -3.67007 -0.97718 -0.030 -0.011 0.033 -0.907
H -0.69787 -5.29395 0.27151 -0.043 0.069 0.020 0.254
H -1.02774 -6.83889 -1.68355 -0.146 -0.019 -0.038 1.066
H -1.74672 -5.29665 -3.79001 -0.013 -0.012 0.011 0.451
H -1.78720 -2.74289 -2.86451 -0.003 -0.008 -0.008 0.453
H -1.08649 -2.88862 -0.24554 0.001 -0.019 0.025 0.563
N 1.90649 -7.46984 -1.01687 0.071 0.128 0.072 0.165
C 2.19818 -8.27796 0.05786 -0.043 0.081 0.214 -0.769
C 3.32656 -8.98732 -0.24285 0.053 0.058 -0.055 -0.432
C 3.73590 -8.59687 -1.54897 0.011 0.058 0.015 -0.659
C 2.84629 -7.65945 -1.99831 0.034 0.034 -0.002 -0.546
H 1.12535 -6.83861 -1.07239 -0.001 0.069 -0.124 0.177
H 1.57642 -8.27050 0.93815 -0.014 -0.067 -0.012 0.508
H 3.80826 -9.70504 0.39965 -0.016 -0.014 -0.009 0.488
H 4.58973 -8.96267 -2.09387 -0.006 -0.006 -0.003 0.436
H 2.79712 -7.11397 -2.92487 -0.014 -0.032 -0.014 0.452
N -5.74813 -5.25172 -1.69857 -0.037 -0.035 -0.022 0.032
C -4.73632 -6.15013 -1.49783 0.016 0.057 0.077 -0.114
C -5.29253 -7.39956 -1.43192 0.014 -0.001 -0.009 -0.398
C -6.69563 -7.24898 -1.60494 -0.022 -0.019 -0.006 -0.571
C -6.94500 -5.91348 -1.76870 -0.001 0.065 0.012 -0.474
H -5.62968 -4.25911 -1.78204 0.016 -0.030 -0.010 0.196
H -3.71388 -5.82262 -1.42000 -0.024 -0.005 -0.015 0.180
H -4.75503 -8.32070 -1.27825 -0.007 -0.002 -0.002 0.431
H -7.43512 -8.03210 -1.60885 0.002 0.002 -0.004 0.391
H -7.86584 -5.37898 -1.92811 -0.009 -0.023 0.004 0.387
N 2.38223 -5.29985 1.41110 -0.118 0.099 -0.046 0.123
C 2.34736 -5.60365 2.74424 0.006 -0.027 -0.029 -0.249
C 2.15852 -4.43728 3.43726 -0.026 -0.014 0.023 -0.749
C 2.07216 -3.38735 2.48331 -0.024 0.031 -0.007 -0.406
C 2.21279 -3.95196 1.24290 -0.004 -0.026 -0.051 -0.674
H 2.51136 -5.96377 0.66644 0.151 -0.008 0.065 0.276
H 2.46029 -6.61931 3.08365 0.033 0.014 0.019 0.382
H 2.08908 -4.34634 4.50827 0.000 -0.004 -0.002 0.407
H 1.92363 -2.33916 2.68505 -0.006 -0.001 -0.002 0.517
H 2.20636 -3.51354 0.25881 0.009 0.009 0.008 0.414
N 7.15125 2.03310 4.78103 -0.035 0.013 -0.054 -0.025
C 7.21234 3.29817 5.30028 -0.056 -0.033 0.005 -0.371
C 8.50322 3.73762 5.18450 -0.008 0.036 -0.008 -0.495
C 9.25064 2.69850 4.56751 0.018 0.001 -0.029 -0.392
C 8.38936 1.66190 4.32962 -0.041 -0.045 -0.011 -0.511
H 6.32549 1.46340 4.73964 0.028 -0.005 0.047 0.247
H 6.33591 3.77362 5.70660 0.022 0.010 0.024 0.376
H 8.87240 4.69703 5.50588 0.002 -0.005 0.003 0.398
H 10.30039 2.71165 4.32718 -0.002 -0.001 0.004 0.403
H 8.54935 0.69610 3.88138 0.025 -0.002 0.024 0.380
N 0.61399 -10.14879 -1.96912 -0.127 -0.053 -0.091 0.201
C 1.37515 -11.25998 -2.19957 -0.019 -0.006 0.028 -0.174
C 0.57090 -12.21425 -2.76617 0.043 -0.004 -0.001 -0.688
C -0.72851 -11.65535 -2.88603 -0.062 0.006 -0.024 -0.531
C -0.66849 -10.38084 -2.38776 0.041 0.079 0.050 -0.520
H 0.94337 -9.29150 -1.55356 -0.012 -0.300 -0.124 0.431
H 2.41908 -11.27649 -1.94113 0.003 -0.009 0.002 0.316
H 0.87991 -13.20281 -3.06232 0.000 0.004 -0.001 0.398
H -1.60494 -12.13313 -3.29115 0.003 0.004 0.002 0.405
H -1.42786 -9.62176 -2.29567 -0.026 -0.029 -0.010 0.354
```
Positions in Å, forces in eV/Å.

## Properties
LUMO energy = -3.05 eV
Total charge = +1
Gap between HOMO and LUMO = 0.21575 Ha
HOMO = -8.9 eV

---

No. 2
Computed, not measured: an isolated ion of composition CH3N2S and charge +1 in a non-equilibrium geometry, with ωB97M-V with the def2-TZVPD basis set.

```
7
Properties=species:S:1:pos:R:3:forces:R:3:nbo_charge:R:1
C -0.30023 -0.14149 0.03522 -1.354 2.977 -0.545 0.375
N -0.80714 1.09155 0.02265 0.186 -3.080 1.301 -0.604
N 0.85247 -0.67250 0.05451 2.174 -1.975 0.294 -0.707
S -1.99658 -0.33738 -0.13222 0.526 0.754 -0.323 0.555
H -0.59150 2.01116 -0.33138 -0.115 -0.007 -0.559 0.474
H 1.71356 -0.30987 0.41247 0.114 1.863 0.056 0.452
H 1.12942 -1.64147 -0.06125 -1.530 -0.533 -0.223 0.456
```
Positions in Å, forces in eV/Å.

## Properties
LUMO energy = -5.80 eV
Total charge = +1
Gap between HOMO and LUMO = 0.33067 Ha
HOMO = -14.8 eV

---

No. 3
Computed, not measured: a single C5H11Cl molecule in a non-equilibrium geometry, with ωB97M-V with the def2-TZVPD basis set.

```
17
Properties=species:S:1:pos:R:3:forces:R:3:nbo_charge:R:1
C -2.12303 -0.89146 1.17027 0.631 -0.090 -1.310 -0.608
C -1.35371 0.34209 1.53717 0.927 -0.219 0.140 -0.409
C -0.58281 0.96812 0.40097 -1.355 -2.546 -3.172 -0.419
C 0.55951 -0.06222 -0.12618 -1.350 -1.146 2.242 -0.187
C 1.81701 -0.27175 0.69429 1.805 3.552 -1.997 -0.635
H -2.96529 -1.01851 1.81804 0.020 -0.942 0.832 0.217
H -2.60335 -0.73563 0.21566 -0.182 0.326 -0.588 0.203
H -1.42803 -1.69527 0.94948 -0.545 -0.761 0.694 0.204
H -2.09771 0.89370 2.03690 -0.471 1.904 0.300 0.213
H -0.57995 0.18610 2.25498 0.246 -0.719 1.242 0.189
H -0.46872 2.02490 0.44111 1.306 0.748 0.454 0.229
H -1.30207 0.89031 -0.45237 0.406 0.233 0.252 0.204
H 0.26832 -1.14346 0.12716 -1.211 1.578 -1.438 0.207
H 1.55924 -0.47490 1.70617 -0.081 -0.993 0.668 0.219
H 2.35551 0.74832 0.77341 -0.123 -1.653 -0.316 0.196
H 2.37504 -1.00547 0.04996 0.038 0.529 1.559 0.234
Cl 0.88148 0.04831 -1.88116 -0.061 0.200 0.436 -0.056
```
Positions in Å, forces in eV/Å.

## Properties
LUMO energy = 1.04 eV
Gap between HOMO and LUMO = 0.41589 Ha
HOMO = -10.3 eV

---

No. 4
Computed, not measured: C30H46O3P2Pd as an isolated structure in a non-equilibrium geometry, with ωB97M-V with the def2-TZVPD basis set.

```
82
Properties=species:S:1:pos:R:3:forces:R:3:lowdin_spin:R:1
Pd 3.21332 3.12307 0.57892 -0.906 -0.726 3.050 0.453
C 0.13331 -1.45565 3.76925 -0.114 0.008 0.030 0.327
C -0.42577 -0.16074 3.92855 -0.193 -0.056 0.004 0.295
C -2.04559 -1.52200 3.02611 -0.050 0.096 -0.167 0.326
C -0.85498 -2.28761 3.16028 0.164 -0.169 -0.116 0.337
C -1.78521 -0.21484 3.52506 0.112 -0.135 0.222 0.305
C 1.47543 -1.87135 4.22515 0.388 0.045 -0.008 0.047
H 2.11605 -0.99970 4.40768 -0.109 -0.280 -0.054 0.001
H 1.96823 -2.52905 3.49641 -0.142 0.095 0.242 0.009
H 1.40817 -2.42393 5.17683 -0.036 0.072 -0.257 0.020
C -0.68440 -3.68296 2.72191 0.304 -0.269 0.076 0.049
H 0.33210 -4.03589 2.93313 -0.274 0.012 -0.069 -0.001
H -0.89166 -3.79057 1.64134 -0.044 0.141 0.310 0.016
H -1.38666 -4.34161 3.25297 0.058 0.101 -0.115 0.018
C -3.31099 -1.99308 2.44174 -0.403 -0.032 0.136 0.050
H -3.55473 -3.00240 2.79647 0.062 0.146 -0.102 0.011
H -3.24084 -2.04018 1.34195 0.148 0.030 0.229 0.021
H -4.13152 -1.31928 2.70920 0.088 -0.182 -0.095 0.001
C -2.78142 0.86859 3.66919 -0.133 0.386 -0.096 0.042
H -3.44532 0.68105 4.52949 0.156 -0.019 -0.256 0.017
H -3.41396 0.95397 2.77429 0.082 -0.046 0.256 0.009
H -2.29212 1.83264 3.84490 -0.162 -0.169 -0.019 0.001
C 0.28684 1.03536 4.42990 0.217 0.318 0.014 0.043
H 0.20894 1.11959 5.52349 0.020 -0.018 -0.180 0.019
H -0.12402 1.95669 3.99859 0.043 -0.204 0.194 0.004
H 1.35426 0.99538 4.17683 -0.232 0.000 0.127 0.005
C 3.85173 2.41728 -1.18054 1.962 0.728 -1.254 0.045
C 4.55405 3.62378 -0.80637 0.803 -0.847 -1.781 0.094
C 4.10434 4.94321 -1.41639 0.497 -0.020 0.179 0.012
C 2.57544 5.15452 -1.32067 -0.437 0.126 0.332 0.016
C 1.82666 4.13837 -0.41008 -1.015 0.510 0.659 0.224
C 0.93253 3.19869 -1.20332 -1.249 0.170 -1.055 0.034
C 1.58224 2.74372 -2.52576 -0.726 -0.073 -0.956 0.002
C 3.08256 2.41154 -2.49878 -0.048 -0.334 0.161 0.002
H 4.43645 4.98317 -2.46635 -0.046 0.071 0.233 0.001
H 2.13343 5.15420 -2.31878 0.028 0.127 0.065 0.001
H 4.60738 5.77614 -0.90004 -0.046 -0.370 -0.191 0.000
H 3.58172 3.11928 -3.17344 -0.015 -0.283 0.131 0.000
H 4.32329 1.45630 -0.95425 0.137 0.258 -0.063 0.004
H 5.59327 3.55031 -0.45963 -0.456 0.085 0.109 0.008
H 3.22226 1.40792 -2.93015 -0.011 0.355 0.010 0.000
H 1.05421 1.86654 -2.94723 0.077 0.389 0.180 0.000
H 0.10165 3.86576 -1.49179 -0.125 -0.092 -0.278 0.011
H 1.38916 3.52664 -3.28269 0.218 -0.356 0.402 0.000
H 2.38409 6.15431 -0.90241 0.084 -0.327 -0.202 0.000
H 1.24067 4.68471 0.34747 0.004 -0.171 -0.343 0.035
P 0.73760 -1.20874 0.14154 0.265 0.401 0.188 0.010
C 1.36147 -2.45774 -1.06169 -0.322 -0.161 -0.053 0.001
C 2.36745 -0.69518 0.86421 -0.185 -0.021 0.031 0.003
P -0.18151 1.76499 -0.67175 1.813 0.777 -0.133 0.010
C 0.55998 0.17342 -1.12370 0.155 -0.391 -0.261 0.004
C -0.53865 1.89501 1.06701 -0.507 -0.033 0.382 0.020
C -1.67806 1.95428 -1.64584 -0.198 0.033 0.082 0.001
H 0.57999 -3.22202 -1.17882 0.399 0.144 -0.042 0.000
H 2.27337 -2.91620 -0.65839 -0.237 0.034 -0.206 0.000
H 1.56621 -1.98286 -2.03236 0.147 -0.273 0.270 0.000
H 2.26278 0.25648 1.40760 0.076 -0.183 -0.087 0.004
H 3.13398 -0.58789 0.08463 -0.078 -0.031 0.271 0.000
H 2.65900 -1.47533 1.58606 0.081 0.333 -0.304 0.000
H -1.40835 2.26804 -2.66550 -0.076 -0.130 0.316 0.000
H -2.32301 2.71573 -1.18589 0.152 -0.180 -0.207 0.000
H -2.20032 0.99040 -1.67768 0.034 0.201 0.022 0.000
H -0.06505 -0.26104 -1.92764 0.171 0.290 0.328 0.000
H 1.56380 0.33614 -1.55818 -0.430 0.106 0.210 0.000
H -1.11191 1.02140 1.39143 0.040 0.087 -0.046 0.004
H -1.14118 2.80150 1.22152 0.182 -0.183 0.024 0.000
H 0.37756 1.96775 1.66458 -0.036 0.021 -0.291 0.018
O -4.23299 -1.70051 -2.55130 0.782 -1.733 -1.160 0.253
C -3.65675 -2.76301 -3.11224 -0.783 1.713 0.721 0.167
C -4.11736 -3.24653 -4.35806 0.041 -0.785 -1.074 0.130
C -3.41932 -4.26515 -4.99523 -1.051 0.854 0.017 0.015
C -2.28958 -4.84513 -4.39710 0.143 -0.119 -0.168 0.246
C -1.86783 -4.40858 -3.14200 -0.042 0.938 1.300 0.013
C -2.54338 -3.38063 -2.47878 0.778 -0.985 -0.181 0.136
C -2.17181 -2.93037 -1.08687 1.135 -0.416 1.400 0.008
O -1.53335 -3.74272 -0.38747 -0.810 1.073 -0.888 0.026
O -2.52998 -1.73509 -0.74237 -0.227 -0.703 -0.751 0.002
H -3.63608 -1.50043 -1.71416 0.278 -0.062 0.365 0.001
H -5.00096 -2.78642 -4.79041 0.156 -0.093 -0.022 0.003
H -3.75659 -4.61223 -5.96966 0.058 0.062 0.230 -0.003
H -1.74343 -5.64224 -4.90622 -0.219 0.258 0.145 0.010
H -1.00039 -4.85105 -2.64769 -0.360 0.067 -0.123 -0.002
```
Positions in Å, forces in eV/Å.

## Properties
2S+1 = 5
LUMO energy (spin up / spin down) = -4.60 / -8.34 eV
Total charge = +2
Gap between HOMO and LUMO (spin up / spin down) = 0.22874 / 0.19761 Ha
HOMO (spin up / spin down) = -10.8 / -13.7 eV